# C4H12N2O2

A 2-piece molecular cluster, C4H12N2O2 overall in a non-equilibrium geometry (ωB97M-V/def2-TZVPD, the Open Molecules 2025 dataset).

Computed properties:
HOMO-LUMO gap: 3.5 eV
largest force on an atom: 3.01 eV Å⁻¹
E_LUMO: -0.1529 hartree
energy above the lowest of the compared OMol25 structures with the same formula, charge and spin: 841.1 kJ/mol
electronic energy: -419.3281 hartree
net charge: 0

```
20
Properties=species:S:1:pos:R:3:nbo_charge:R:1
C -0.18305 0.93315 0.42683 -0.3334
N -0.81321 1.46640 1.69162 -0.0184
C -0.11919 2.63712 2.14447 -0.5134
O 1.33544 -2.55660 0.46097 -1.0486
C -1.03942 -0.21922 -0.17861 -0.2369
N -0.75732 -0.42301 -1.56929 -0.5387
C 0.25829 -1.44647 -2.02695 0.0997
O 1.47795 -1.22500 -1.52093 -0.7493
H 0.80195 0.48380 0.54557 0.3012
H -0.19706 1.78070 -0.27650 0.2261
H 2.14548 -3.04633 0.55485 0.4549
H -0.55984 3.10609 3.06707 0.2282
H 0.95110 2.33833 2.26023 0.2514
H -0.19746 3.38019 1.34684 0.2500
H -2.11185 0.12569 -0.14083 0.2010
H -0.88214 -1.15713 0.45601 0.2387
H -1.62233 -0.35509 -2.03517 0.3735
H -0.20073 -2.51868 -1.73904 0.1735
H 0.24924 -1.48259 -3.13951 0.1689
H 1.46417 -1.82135 -0.32763 0.4715
```